Entry 1:
Below is a molecular structure, C34H68AsClFeN4O4SSeSi3, with properties calculated with ωB97M-V/def2-TZVPD.

Structure (ORCA input):
```
! wB97M-V def2-TZVPD RIJCOSX def2/J DEFGRID3
* xyz -1 6
Se 0.99867 -3.64234 0.16326
As 2.64968 -0.71641 -0.21449
Fe 0.59074 1.01532 0.03006
Cl 1.15951 3.62168 -0.03175
S -1.42934 1.63728 -1.40739
Si 4.54493 0.01192 0.96718
Si -3.03069 2.55106 -0.53008
Si 3.52211 -1.59457 -2.20270
O -3.77990 3.71210 -1.44582
O -4.28210 1.51261 -0.14987
O -2.63528 3.19630 0.94704
O -0.49115 -0.77621 0.33331
N -2.10913 -2.32896 0.43902
N 1.13618 -1.17617 2.69376
N 0.58298 1.05837 2.31981
N -2.39193 -0.27551 1.49877
C -3.48662 3.74637 1.96155
C 3.75143 -7.38969 -0.75989
C 5.37196 -1.39270 1.90283
C 0.69831 0.21842 4.57552
C -6.44953 1.91477 -1.10696
C 0.79411 0.03869 3.17360
C -2.04540 5.41244 -1.55742
C -5.72420 -0.34321 -0.30816
C 3.32519 -5.34054 0.48242
C 0.39071 1.45125 5.07962
C 1.71024 -6.11724 -1.14522
C -2.82456 4.18798 -3.60720
C 0.16035 2.50921 4.19625
C 0.40635 -5.99912 -1.88506
C 4.91833 -2.79475 -1.83268
C -4.72827 0.61215 -2.38526
C 3.97515 1.30272 2.20691
C -3.84917 2.62863 2.93364
C 1.79478 2.22118 -1.13390
C 4.12230 -6.44147 0.18577
C -3.23189 4.76063 -2.25534
C -5.28102 0.94143 -1.00223
C 2.09590 -5.16138 -0.18601
C -4.36250 5.76766 -2.43263
C 2.53909 -7.20571 -1.41006
C 4.63156 -8.57549 -1.05805
C -1.61603 -1.10269 0.73156
C 2.18317 -2.48488 -3.15194
C -2.65772 4.81660 2.66412
C 4.13395 -0.16918 -3.27092
C 5.83357 0.82683 -0.13900
C 0.26010 2.25348 2.85140
C 3.79380 -4.36318 1.52663
C -4.74871 4.38503 1.38858
H 2.56079 -2.72828 -4.15206
H -1.42186 -2.99813 0.09819
H 3.40428 0.85274 3.02476
H -4.46827 3.01120 3.75063
H -1.73994 4.38042 3.05975
H 4.50288 -0.56727 -4.22374
H -5.37944 3.64640 0.88965
H 1.40135 2.47721 -2.11631
H -2.39051 5.60685 1.95950
H -1.66932 6.25274 -2.14806
H 0.87464 -0.63101 5.22414
H -3.21772 5.25907 3.49296
H -0.43955 -6.07259 -1.19574
H -6.60308 -0.77190 -0.79609
H -5.32106 4.84055 2.20131
H -5.23049 5.27676 -2.87877
H -3.82874 0.00128 -2.29704
H -5.97413 -0.13355 0.73536
H -2.07639 0.68549 1.47747
H 3.59071 -3.33715 1.21908
H -4.65859 6.17965 -1.46516
H 6.30606 0.12322 -0.82997
H 0.31692 1.59467 6.15088
H 5.77389 -2.31972 -1.34173
H 0.06831 3.03536 2.12534
H -2.43751 4.98087 -4.25396
H 1.01998 -1.42460 1.71819
H 2.87457 2.35691 -1.09378
H 4.55244 -3.60540 -1.19391
H -5.47863 0.06595 -2.96518
H 1.28440 -1.87040 -3.25711
H 4.86383 -4.47986 1.72199
H 6.61687 1.24574 0.50401
H -0.09458 3.50063 4.54462
H -2.05638 3.42475 -3.48042
H -2.94090 2.19549 3.36176
H -2.34681 5.78776 -0.57456
H -6.10437 2.87535 -1.49224
H 1.89522 -3.40243 -2.63464
H 3.31231 0.52013 -3.48775
H 5.40374 1.64553 -0.72228
H 4.63241 -9.29461 -0.23360
H 0.31130 -5.02355 -2.36573
H 3.25499 -4.51205 2.46902
H 5.66829 -8.27132 -1.22380
H -4.49406 5.16015 0.66327
H -4.92093 -1.08572 -0.34476
H -3.38899 -0.33325 1.33556
H 6.26596 -1.01552 2.41290
H -7.21307 1.51347 -1.77950
H 4.29104 -9.10096 -1.95200
H -1.23163 4.69810 -1.41661
H -4.46482 1.52288 -2.93066
H -2.84058 -2.69147 1.02441
H 2.22282 -7.92878 -2.15800
H 1.13045 -1.96089 3.31935
H 4.85790 1.79230 2.63605
H 5.07185 -6.54957 0.70630
H 0.31684 -6.78536 -2.63869
H -3.69336 3.73753 -4.09643
H 4.93890 0.39990 -2.80347
H 5.27033 -3.24160 -2.77024
H -4.05323 6.59067 -3.08211
H -6.90549 2.07107 -0.12491
H 3.35062 2.07276 1.74328
H 5.67016 -2.21216 1.24350
H 4.69260 -1.80175 2.65681
H -4.40527 1.84851 2.40836
*
```

LUMO (alpha / beta): 2.36 / 1.79 eV
HOMO level (alpha / beta): -3.611 / -4.068 eV
Orbital gap (alpha / beta): 5.9743 / 5.8614 eV

Entry 2:
Below is 10 unconnected molecules or ions with the total composition C34H68F12O26S6 in a non-equilibrium geometry, with properties calculated with ωB97M-V/def2-TZVPD.

Structure (ORCA input):
```
! wB97M-V def2-TZVPD RIJCOSX def2/J DEFGRID3
* xyz 0 1
S 1.37654 1.84430 5.44833
S 3.36050 0.09606 0.65849
S 1.11998 2.91686 -3.41107
S 5.07839 0.47677 -5.29233
S 3.79312 -2.77509 4.27229
S -8.15893 0.84069 -3.15813
F -1.96120 0.13614 -0.19617
F -2.47517 -1.76358 0.66873
F -5.47426 1.80395 3.47835
F -2.69053 1.37774 -1.97728
F -5.20616 1.56265 1.32601
F -2.30305 0.98989 -4.06639
F -0.62948 -6.04052 -4.26812
F -2.95116 -1.35490 -1.41486
F 0.24733 -4.39274 -3.14424
F -4.27486 0.17860 2.69454
F 0.11551 -6.36582 -2.25784
F -4.25451 0.55843 -3.22373
O 2.51937 -0.36456 -0.39900
O 5.10956 1.17993 -4.04187
O -3.76559 3.61059 -2.52813
O 2.37364 -2.87968 4.31057
O -7.48200 1.71711 -4.04659
O -1.89290 -5.12131 -1.17927
O 0.81272 2.83405 6.30319
O -7.08201 -0.22930 -2.62875
O 4.56949 -3.21425 3.14633
O 3.90253 1.51525 0.22524
O 2.81235 0.16808 1.98367
O -8.90673 1.35668 -2.05213
O 4.37828 -0.92770 -5.03322
O -0.24937 -2.68437 -0.15639
O 1.87897 3.93619 -4.05710
O -0.09122 -1.16959 -1.80977
O 4.48336 1.02427 -6.45978
O 2.48341 1.00870 5.80306
O -0.25312 2.75358 -3.78015
O -4.06632 3.08435 -4.67189
O 0.14116 0.91247 5.06166
O 4.31871 -3.55781 5.56780
O -3.39343 3.25752 3.47441
O -2.41696 2.10621 1.81055
O 1.19003 3.26751 -1.84642
O -2.77840 -4.71724 -3.19720
C -1.89959 -5.10447 -2.50118
C -2.22922 4.09652 3.63310
C 5.72744 -3.84599 5.64073
C -3.22022 1.39519 -3.21032
C 4.25765 -1.11415 4.70387
C 0.79649 2.97250 0.46629
C 4.61375 -1.57528 -3.76509
C -4.26288 4.92936 -2.74012
C -0.65339 -1.67459 -0.89775
C 1.78286 -3.34434 0.92316
C -0.20086 -0.12483 2.90539
C 0.23322 2.68921 -0.93658
C -2.04439 -1.17749 -0.45599
C -4.61465 1.47581 2.52552
C -3.33395 2.32758 2.54181
C 2.01518 1.38525 -3.48695
C 6.18162 -3.74532 7.07975
C -0.52789 -5.49494 -3.06315
C -3.27649 5.79208 -3.51847
C -4.12574 -5.72283 -0.56761
C 4.47127 3.71451 1.00355
C 1.69401 2.66075 3.88961
C -6.10590 -1.56566 -0.90151
C -3.10414 -4.60983 -0.57701
C 3.86485 -2.87774 -3.79225
C 1.05127 -3.21978 -0.39412
C -7.33718 -0.79013 -1.33318
C 0.40758 -0.27306 4.27918
C -3.70132 2.81120 -3.57546
C 4.84049 -0.89736 0.62550
C 6.75058 -0.01562 -5.69411
C 4.74038 2.24874 1.16494
C -9.22697 -0.27783 -4.02255
C -2.65995 5.38098 4.28905
H 6.33586 -3.23261 4.97470
H 2.29675 1.17755 -4.51400
H -2.89706 -4.28531 0.43565
H -7.59604 -0.05386 -0.57702
H 5.31551 -0.69104 -0.33099
H 5.33985 -1.07341 4.79562
H -0.04610 3.24063 1.11396
H 1.44158 0.54403 -3.09680
H 4.12752 -3.52030 -2.95218
H -1.29040 -0.10138 2.94595
H 0.16919 -0.87594 2.21011
H -4.45100 5.31218 -1.73980
H -0.11182 -1.09104 4.77798
H 1.60808 -2.70921 -1.17060
H 1.42595 3.85884 0.49796
H -3.48004 -3.77188 -1.15809
H -10.08120 0.27230 -4.42188
H 1.27105 2.08906 0.88665
H 5.84997 -4.86468 5.26952
H 2.12122 1.98046 3.15545
H 5.35320 -3.95488 7.75539
H -0.01352 0.85456 2.45121
H -6.36413 -2.10298 0.01475
H 4.51694 1.88495 2.17162
H -2.26962 5.68006 -3.12016
H -4.99757 -5.49587 0.05337
H 2.33365 3.52438 4.05448
H 6.65052 -0.80216 -6.43782
H -8.15297 -1.51512 -1.42067
H 5.67556 -1.65131 -3.51287
H -5.82571 -2.28553 -1.66927
H 2.87481 1.53783 -2.84082
H 6.92163 -4.51981 7.29279
H 4.62489 -1.93604 0.85065
H 3.49840 4.02302 1.38631
H 5.50329 -0.51313 1.40437
H -1.56687 3.54445 4.30519
H 2.86157 -3.42389 0.78080
H -3.71716 -6.60653 -0.06344
H 7.24894 0.88740 -6.02932
H 4.39399 3.95190 -0.06144
H 7.23812 -0.43607 -4.81867
H 0.02631 1.62592 -1.05692
H -3.33432 5.63422 -4.59116
H 6.64727 -2.79671 7.33971
H 4.05326 -3.42411 -4.71804
H -1.77805 5.98348 4.50910
H -3.29757 5.95830 3.61686
H -5.25835 -0.93123 -0.64605
H -0.69421 3.25739 -1.02179
H 0.71752 2.98836 3.54053
H -5.21893 4.99698 -3.26770
H -3.21189 5.23167 5.21451
H 0.99226 -4.23551 -0.80284
H -3.58263 6.83767 -3.39457
H -4.49718 -6.07895 -1.52645
H -1.74236 4.24609 2.67257
H -8.72078 -0.76505 -4.85177
H 5.77476 1.98120 0.93932
H 2.79276 -2.68922 -3.75790
H 5.25188 4.32729 1.44765
H 1.41076 -4.12781 1.57904
H 1.46058 -0.53401 4.25724
H 4.20753 -0.91805 -2.99105
H 3.74927 -0.89910 5.63569
H 3.90269 -0.46313 3.90787
H -9.67206 -1.01852 -3.36041
H 1.67316 -2.42134 1.50445
*
```

Structure (SMILES): CCOC(=O)C(F)(F)F.CCOC(=O)C(F)(F)F.CCOC(=O)C(F)(F)F.CCOC(=O)C(F)(F)F.CCOS(C)(=O)=O.CCOS(C)(=O)=O.CCOS(C)(=O)=O.CCOS(C)(=O)=O.CCOS(C)(=O)=O.CCOS(C)(=O)=O
LUMO: -0.15 eV
HOMO level: -10.274 eV
Orbital gap: 10.1201 eV

Entry 3:
Below is a molecular structure, C34H69AlBBeBrF13I3N4O15P3S2 in a non-equilibrium geometry, with properties calculated with ωB97M-V/def2-TZVPD.

Structure (ORCA input):
```
! wB97M-V def2-TZVPD RIJCOSX def2/J DEFGRID3
* xyz 1 1
I 0.84210 0.39051 3.11566
I -1.98922 3.73012 -1.65241
I -0.59207 -2.66863 3.98911
Br 2.32482 10.35919 4.45858
S -6.50890 3.38467 1.65464
S -8.04008 2.13854 -0.05249
P -1.00852 8.17419 0.40447
P 0.71841 3.41331 1.14101
P -7.27256 -3.62597 0.65032
Al 7.84086 1.00177 3.24082
F 5.11184 2.44551 5.38119
F -1.93720 9.48632 0.29127
F 0.02581 9.37108 0.02027
F -0.12438 7.24494 -0.57949
F -2.09225 7.44416 -0.52238
F -8.11835 3.55404 -0.77288
F -1.45545 -2.56177 -2.08516
F 2.97245 1.51956 5.24657
F 0.06972 7.78037 1.58165
F 4.63368 0.86680 3.72574
F -6.59466 3.62027 3.23155
F -1.91381 7.73999 1.65788
F 4.77221 0.21994 5.96698
O -7.44934 -2.56127 1.78320
O -9.36041 1.61349 -0.31158
O -8.85813 -4.06993 0.60688
O -6.56287 4.74434 1.18035
O -6.99535 -4.82932 -0.53200
O -5.90058 -3.01737 2.55955
O -3.69046 -2.98767 2.92697
O -7.32129 -2.54363 -0.58136
O -0.72040 4.12810 1.68319
O 10.65502 -0.48554 -5.53872
O 8.42068 -1.39206 -3.84883
O 0.82319 0.92296 -2.69641
O -6.97003 1.47692 -0.76743
O -5.22586 2.72341 1.55276
O -4.55141 -1.28362 1.92662
N 0.44086 2.33414 -0.27577
N -7.79838 2.50092 1.45884
N 1.06874 -0.61344 -0.79190
N -0.05718 1.94261 9.28277
C -0.66511 -1.96352 1.90623
C -6.49304 -6.09466 -0.06200
C 1.80174 4.87924 0.58735
C -1.35871 -2.97601 0.90908
C -5.08654 -2.60527 -1.55658
C -10.47084 -2.70523 1.80862
C -0.16679 -0.22010 -0.01802
C -4.79008 -2.38379 2.43433
C 7.65595 -1.52646 -5.03968
C 7.36955 2.10753 0.04387
C 10.08286 0.81355 -5.49754
C -6.14993 -1.77025 -0.86609
C -2.30066 0.77260 -2.08080
C 0.11766 -2.92375 -3.87281
C -7.50024 -6.83893 0.79232
C 7.34883 -0.52884 0.25058
C 1.62588 0.56673 -1.55129
C -3.84948 1.12304 -2.45886
C 6.06041 -1.46048 0.32823
C 9.68575 -2.04757 -3.94256
C 10.80831 -1.06035 -4.24599
C 4.67990 -0.67040 0.35225
C -0.59733 1.30526 -0.00049
C -1.93153 1.66383 -0.83875
C 2.13076 -1.15539 0.17249
C -0.69017 1.16793 6.81882
C 1.78410 1.82008 -0.58976
C 3.55613 -1.56674 -0.39991
C -0.33471 1.60330 8.20224
C -0.11560 -0.71586 1.50760
C -0.33336 -1.91782 -2.68305
C -9.67543 -3.99855 1.78769
C 7.22448 0.85200 1.05349
C 0.94053 -1.71843 -1.80098
B 4.37455 1.26390 5.08727
Be 1.72022 8.99781 2.35076
H -10.96058 -2.57128 2.77478
H -7.15163 -7.85132 1.00641
H 8.16023 0.93190 1.74584
H 1.75956 -1.52586 -2.57713
H -4.46990 0.16488 -2.54965
H -0.71754 -1.01134 -3.24367
H 3.84666 -2.64666 -0.15669
H 4.38495 -0.51278 1.44751
H 0.16646 1.30074 6.15591
H 2.44709 1.66092 0.32104
H 1.04235 -2.47479 -4.35260
H -6.24888 -6.68793 -0.94394
H 8.19838 -1.11598 0.75004
H -3.11704 -2.23888 2.65189
H -2.21992 -2.41374 0.40147
H -5.76000 -1.32342 0.05304
H -10.36405 -4.84522 1.76026
H 1.76471 5.61389 1.45909
H -4.68760 -3.36730 -0.87958
H -5.50313 -3.12731 -2.42076
H -9.06996 -4.11373 2.68952
H -3.90775 1.69159 -3.44169
H -1.52470 1.76298 6.44564
H -6.45818 -0.95597 -1.52436
H 4.77343 0.36141 -0.13930
H -0.66854 -3.43511 0.13937
H 6.31203 0.93480 1.73634
H 1.33701 1.48743 -3.30247
H 1.21156 -2.74760 -1.37771
H 10.84128 1.54370 -5.19613
H 6.37961 2.60628 -0.18056
H -1.87039 -3.81274 1.49335
H -1.73589 1.01233 -3.04570
H -2.30124 -0.34991 -1.92967
H 1.78299 -2.13874 0.63758
H -0.92954 1.54540 1.07670
H 0.33752 -3.96534 -3.48249
H -11.23406 -2.71467 1.02940
H -1.52469 3.62939 1.43517
H 2.31130 2.62586 -1.21646
H 7.70391 -0.34791 -0.81624
H 1.36846 5.36478 -0.33516
H 2.64120 0.38885 -2.01190
H 7.86378 1.79134 -0.93479
H -7.65637 -6.33121 1.74980
H -1.11753 -0.75260 -0.37170
H -2.84484 1.66277 -0.14557
H 9.65579 -2.84876 -4.68519
H -4.35915 1.75178 -1.66869
H 6.85369 -0.78598 -5.01238
H 9.87894 -2.50342 -2.96525
H -0.68162 -2.91972 -4.68826
H 11.75859 -1.59978 -4.24433
H 9.73494 1.06469 -6.50053
H -4.25709 -1.97849 -1.88718
H -0.97750 0.11574 6.82355
H -5.56488 -5.92718 0.49154
H 7.20739 -2.52544 -5.07860
H 9.23303 0.86614 -4.81298
H 10.86090 -0.28032 -3.47862
H 6.05303 -2.09615 -0.62477
H 8.25172 -1.35358 -5.93863
H 2.87891 4.54171 0.47700
H 2.39686 -0.37936 0.96513
H 8.08479 2.86296 0.51034
H -8.46918 -6.89783 0.29293
H 6.17529 -2.18515 1.18724
H 3.74379 -1.43614 -1.50057
H -9.83992 -1.83227 1.61456
*
```

LUMO: -7.70 eV
HOMO level: -9.493 eV
Orbital gap: 1.7884 eV

Q: What is the formula in the third record?
A: C34H69AlBBeBrF13I3N4O15P3S2